Entry from OMol25: a molecular structure, C14H15BeNO7S2Se in a non-equilibrium geometry (ωB97M-V/def2-TZVPD).

The geometry in XYZ format:
```
41
Properties=species:S:1:pos:R:3:forces:R:3
Be 0.1589 -0.3506 0.3266 0.48 -0.83 -0.10
O 3.6218 -1.6126 0.3926 0.01 0.01 0.16
C 2.4845 -1.2266 0.6165 0.12 -0.25 -0.56
O 1.4462 -1.4887 -0.1132 -0.23 0.24 0.27
C 2.1183 -0.2509 1.7607 0.19 0.19 0.34
O 2.8649 -0.0201 2.6933 -0.02 -0.05 -0.10
O 0.9582 0.2716 1.5503 -0.24 0.45 0.04
C -1.0157 -0.0329 -4.0349 0.03 -0.06 0.13
C 0.3592 0.5589 -3.7692 0.08 -0.51 0.35
S 1.0055 -0.2202 -2.2164 0.23 1.12 -1.21
O -0.0296 0.2956 -1.2380 -0.11 -0.07 0.47
C 2.4043 0.9346 -1.9743 0.00 -0.31 -0.01
C 3.6692 0.4673 -2.6713 -0.12 -0.13 0.04
H -1.4849 0.4204 -4.9086 0.03 0.02 0.00
H -1.6463 0.1367 -3.1632 -0.10 0.02 -0.05
H -0.9447 -1.1094 -4.1942 -0.05 -0.04 -0.04
H 0.3048 1.6400 -3.6505 0.09 0.01 0.19
H 1.0659 0.3030 -4.5615 0.09 0.05 0.00
H 2.5497 0.9583 -0.8956 -0.09 0.00 0.04
H 2.0728 1.9186 -2.3018 -0.09 0.00 0.05
H 3.9979 -0.4725 -2.2289 0.06 -0.04 -0.03
H 4.4585 1.2066 -2.5345 0.02 0.00 -0.03
H 3.5068 0.3249 -3.7415 0.07 0.01 -0.04
O -6.0517 7.1408 -0.3563 0.02 0.01 -0.12
C -4.9936 6.7546 -1.1556 -0.20 0.30 -0.12
O -4.7640 7.4428 -2.1287 -0.03 -0.07 0.08
C -4.2546 5.5819 -0.7368 0.22 -0.39 0.13
C -3.0567 5.2487 -1.4042 -0.18 0.25 -0.01
C -2.2567 4.2163 -0.9957 -0.09 0.00 -0.03
C -2.5874 3.4159 0.1333 0.24 -0.21 0.20
S -1.5618 2.2225 0.7679 -0.12 0.28 0.02
C -3.8367 3.7076 0.7486 -0.18 0.02 0.03
C -4.6287 4.7449 0.3398 0.04 0.21 -0.19
H -6.0948 6.5519 0.4040 0.06 -0.03 0.00
H -2.7701 5.8640 -2.2488 0.01 0.01 -0.01
H -1.3312 4.0036 -1.5163 0.02 -0.02 0.03
H -4.1438 3.0812 1.5754 0.01 -0.02 0.01
H -5.5734 4.8910 0.8611 0.02 -0.03 0.04
Se -3.6949 -2.7043 0.8044 -1.35 -0.82 0.07
C -2.2339 -1.7639 0.7286 1.57 0.79 -0.04
N -1.2319 -1.1768 0.6761 -0.51 -0.16 -0.01
```
Forces are in eV/Å.

Properties
frontier orbital gap = 5.3 eV
total energy = -118009.2769 eV
ΔE to the lowest compared entry with this formula, charge and spin = 39.51 kJ/mol
HOMO level = -1.4 eV
net charge = -2

Löwdin atomic charge list, values in e, 4 entries:
1 Be -0.0416
2 O 0.0375
3 C -0.5474
4 O -0.1142

---

Entry from OMol25: 2 unconnected molecules or ions with the total composition C14H15BrINO6 (ωB97M-V/def2-TZVPD).

The geometry in XYZ format:
```
38
Properties=species:S:1:pos:R:3:forces:R:3
N -3.6807 0.2353 -1.4674 0.22 -0.03 -0.02
C -3.6950 -1.2202 -1.6451 -0.16 0.01 -0.06
C -3.0468 -2.0333 -0.5144 -0.05 -0.06 0.00
C -1.5852 -2.4636 -0.6924 0.02 0.03 -0.07
C -0.5633 -1.3357 -0.8972 -0.02 -0.31 0.07
I -0.3170 -0.8232 -2.9556 -0.01 0.22 0.12
O -0.9158 -0.2030 -0.0760 -0.10 -0.16 -0.05
C -0.4089 -0.4465 1.1686 -0.06 -0.39 -0.29
O -0.6866 0.1814 2.1297 -0.23 -0.06 0.36
O 0.4493 -1.4961 1.1217 0.16 0.21 -0.05
C 0.8032 -1.6142 -0.2858 -0.02 0.48 0.06
C 1.5509 -2.8847 -0.5998 -0.26 -0.22 0.26
C 2.7581 -2.7935 -1.5143 -0.14 0.09 0.06
O 3.2295 -3.7282 -2.0558 0.03 -0.15 -0.13
Br 3.5750 -1.0460 -1.6815 0.27 0.11 -0.05
H -3.3928 0.4829 -0.5278 -0.08 0.00 -0.05
H -3.0126 0.6728 -2.0902 -0.03 -0.02 0.04
H -4.7362 -1.5519 -1.7326 0.09 0.06 0.05
H -3.2234 -1.4595 -2.6034 -0.09 -0.07 0.08
H -3.6246 -2.9562 -0.3944 0.13 0.06 0.05
H -3.1551 -1.4896 0.4320 -0.03 -0.03 -0.12
H -1.2743 -2.9918 0.2182 -0.09 -0.01 -0.09
H -1.5159 -3.1777 -1.5178 0.09 0.11 0.04
H 1.4136 -0.7269 -0.4848 0.09 -0.32 -0.18
H 1.9479 -3.2964 0.3369 -0.06 0.07 -0.07
H 0.9008 -3.6538 -1.0283 0.09 0.07 0.06
O 0.2315 4.7583 3.2771 0.01 0.01 -0.01
C 0.9693 4.1740 2.5148 0.04 -0.02 -0.04
C 0.6561 2.8039 2.0317 -0.04 0.09 0.05
C 1.4741 2.1737 1.1947 0.04 0.09 0.00
C 2.7298 2.7983 0.7114 -0.06 -0.08 0.03
O 3.4711 2.2059 -0.0443 0.04 0.03 -0.04
C 3.0430 4.1666 1.1943 -0.01 0.01 0.00
C 2.2261 4.8040 2.0283 0.01 0.00 0.00
H -0.2590 2.3553 2.3979 0.08 0.06 -0.02
H 1.2705 1.1763 0.8264 0.14 0.15 0.00
H 3.9645 4.6019 0.8290 0.00 -0.01 -0.01
H 2.4290 5.8016 2.3964 -0.01 0.00 0.01
```
Forces are in eV/Å.

Properties
frontier orbital gap = 8.0 eV
total energy = -106678.3234 eV
SMILES = NCCC[C@@]1(I)OC(=O)O[C@H]1CC(=O)Br.O=C1C=CC(=O)C=C1
HOMO level = -9.4 eV

Löwdin atomic charge list, values in e, 4 entries:
1 N 0.0009
2 C -0.2989
3 C -0.1760
4 C -0.1926

---

Entry from OMol25: C14H15Cl2N3O2 in the gas phase in a non-equilibrium geometry (ωB97M-V/def2-TZVPD).

The geometry in XYZ format:
```
36
Properties=species:S:1:pos:R:3:forces:R:3
C -1.0201 -0.6680 -3.1134 0.34 0.36 0.54
C -1.3384 -0.2428 -1.6413 -0.52 -0.46 -0.75
C -2.8080 -0.6660 -1.3096 0.75 -0.54 1.31
C -0.3558 -0.8810 -0.6830 -0.33 -0.36 0.00
O 0.0416 -2.0115 -0.8766 0.00 0.98 0.69
C 0.0850 -0.0206 0.5753 0.77 -0.33 0.90
O -1.0857 0.4174 1.2171 -0.85 0.36 0.12
C 0.8800 -0.8965 1.5959 0.08 -1.24 -1.03
N 0.1234 -1.9586 2.3075 -0.40 -0.09 0.04
C -0.0667 -3.3185 1.9796 -0.54 1.22 1.41
N -0.7017 -3.9236 2.9704 0.90 0.60 -1.03
N -0.9164 -3.0094 3.9611 -0.09 1.08 -0.20
C -0.4646 -1.8388 3.5522 0.05 -0.75 -0.10
C 0.9383 1.2085 0.1272 -0.85 -0.01 -0.14
C 0.4906 2.5299 0.4381 -0.18 -0.67 0.17
C 1.1896 3.6313 -0.0073 -0.85 1.94 0.50
C 2.2453 3.5094 -0.8763 0.90 0.21 -0.70
Cl 3.0574 4.9084 -1.6263 -0.63 -0.78 0.70
C 2.6954 2.2598 -1.2087 0.36 -1.68 -0.12
C 2.0651 1.0956 -0.6875 0.59 0.96 -0.07
Cl 2.8371 -0.4466 -1.0751 -0.45 0.74 0.06
H -1.6603 -0.1073 -3.7958 -0.28 -0.20 0.10
H -1.2069 -1.7502 -3.1981 0.27 0.47 -0.22
H 0.0085 -0.3936 -3.4388 -0.47 -0.49 0.48
H -1.2882 0.8333 -1.5449 0.10 0.37 0.04
H -2.9109 -1.7662 -1.2134 0.25 0.51 -0.22
H -3.4421 -0.3451 -2.1112 -0.44 0.30 -0.34
H -3.1469 -0.2534 -0.3331 0.22 -0.08 -0.76
H -0.9242 0.9038 2.0541 0.25 -0.55 -0.83
H 1.6719 -1.4214 1.0550 -0.10 0.17 0.06
H 1.3820 -0.2406 2.2898 -0.09 0.15 0.55
H 0.1983 -3.7575 1.0319 0.14 0.13 0.06
H -0.5653 -0.9038 4.1367 0.32 -0.79 -0.61
H -0.4430 2.7570 1.0080 1.00 -0.66 -0.48
H 0.8742 4.6595 0.2988 0.16 -1.08 -0.35
H 3.5612 2.1071 -1.8583 -0.35 0.20 0.21
```
Forces are in eV/Å.

Properties
frontier orbital gap = 9.7 eV
total energy = -48370.5886 eV
ΔE to the lowest compared entry with this formula, charge and spin = 115.55 kJ/mol
SMILES = CC(C)C(=O)[C@@](O)(Cn1cnnc1)c1ccc(Cl)cc1Cl
HOMO level = -9.6 eV

Löwdin atomic charge list, values in e, 4 entries:
1 C -0.0518
2 C -0.3220
3 C -0.0423
4 C -0.3010

---

What did the third record say?
Entry from OMol25: C14H15Cl2N3O2 in the gas phase in a non-equilibrium geometry (ωB97M-V/def2-TZVPD).

The geometry in XYZ format:
```
36
Properties=species:S:1:pos:R:3:forces:R:3
C -1.0201 -0.6680 -3.1134 0.34 0.36 0.54
C -1.3384 -0.2428 -1.6413 -0.52 -0.46 -0.75
C -2.8080 -0.6660 -1.3096 0.75 -0.54 1.31
C -0.3558 -0.8810 -0.6830 -0.33 -0.36 0.00
O 0.0416 -2.0115 -0.8766 0.00 0.98 0.69
C 0.0850 -0.0206 0.5753 0.77 -0.33 0.90
O -1.0857 0.4174 1.2171 -0.85 0.36 0.12
C 0.8800 -0.8965 1.5959 0.08 -1.24 -1.03
N 0.1234 -1.9586 2.3075 -0.40 -0.09 0.04
C -0.0667 -3.3185 1.9796 -0.54 1.22 1.41
N -0.7017 -3.9236 2.9704 0.90 0.60 -1.03
N -0.9164 -3.0094 3.9611 -0.09 1.08 -0.20
C -0.4646 -1.8388 3.5522 0.05 -0.75 -0.10
C 0.9383 1.2085 0.1272 -0.85 -0.01 -0.14
C 0.4906 2.5299 0.4381 -0.18 -0.67 0.17
C 1.1896 3.6313 -0.0073 -0.85 1.94 0.50
C 2.2453 3.5094 -0.8763 0.90 0.21 -0.70
Cl 3.0574 4.9084 -1.6263 -0.63 -0.78 0.70
C 2.6954 2.2598 -1.2087 0.36 -1.68 -0.12
C 2.0651 1.0956 -0.6875 0.59 0.96 -0.07
Cl 2.8371 -0.4466 -1.0751 -0.45 0.74 0.06
H -1.6603 -0.1073 -3.7958 -0.28 -0.20 0.10
H -1.2069 -1.7502 -3.1981 0.27 0.47 -0.22
H 0.0085 -0.3936 -3.4388 -0.47 -0.49 0.48
H -1.2882 0.8333 -1.5449 0.10 0.37 0.04
H -2.9109 -1.7662 -1.2134 0.25 0.51 -0.22
H -3.4421 -0.3451 -2.1112 -0.44 0.30 -0.34
H -3.1469 -0.2534 -0.3331 0.22 -0.08 -0.76
H -0.9242 0.9038 2.0541 0.25 -0.55 -0.83
H 1.6719 -1.4214 1.0550 -0.10 0.17 0.06
H 1.3820 -0.2406 2.2898 -0.09 0.15 0.55
H 0.1983 -3.7575 1.0319 0.14 0.13 0.06
H -0.5653 -0.9038 4.1367 0.32 -0.79 -0.61
H -0.4430 2.7570 1.0080 1.00 -0.66 -0.48
H 0.8742 4.6595 0.2988 0.16 -1.08 -0.35
H 3.5612 2.1071 -1.8583 -0.35 0.20 0.21
```
Forces are in eV/Å.

Properties
frontier orbital gap = 9.7 eV
total energy = -48370.5886 eV
ΔE to the lowest compared entry with this formula, charge and spin = 115.55 kJ/mol
SMILES = CC(C)C(=O)[C@@](O)(Cn1cnnc1)c1ccc(Cl)cc1Cl
HOMO level = -9.6 eV

Löwdin atomic charge list, values in e, 4 entries:
1 C -0.0518
2 C -0.3220
3 C -0.0423
4 C -0.3010

---

Q: Which value of frontier orbital gap does entry 2 give?
A: 8.0 eV

---

Q: Among the records above, which one has the highest frontier orbital gap?
A: C14H15Cl2N3O2

---

Q: Which of these has the highest HOMO level?
A: C14H15BeNO7S2Se